(1)
# C5H16NO2

A cluster of 3 separate species, C5H16NO2 in total at a distorted geometry (the ωB97M-V functional and the def2-TZVPD basis, the Open Molecules 2025 dataset).

```
24
Properties=species:S:1:pos:R:3:forces:R:3
C 0.904966 -2.288090 -0.531441 0.1170 -0.4540 -0.2025
C 0.171843 -1.005118 -0.806369 -0.7905 -0.1799 0.1671
N -1.106038 -1.003122 0.085538 0.2422 -0.2174 -0.3530
C -1.295650 0.408012 0.513168 -1.0596 0.4448 0.6990
C 0.111468 0.855881 0.769542 0.5519 0.1049 0.1738
C 0.893641 0.289178 -0.423857 -0.2612 0.0764 0.0906
H 1.705515 -2.434543 -1.249585 0.1306 0.1135 -0.1009
H 0.234861 -3.141233 -0.658701 0.0366 -0.0502 0.0872
H 1.355431 -2.325701 0.460753 -0.0826 0.1135 0.1084
H -0.245957 -1.026435 -1.811015 0.2555 0.2435 -0.1210
H -0.908001 -1.625090 0.876009 -0.3221 0.1837 -0.0781
H -1.909063 -1.357000 -0.445984 0.2057 0.0373 0.2611
H -1.852228 0.899299 -0.277431 0.4759 0.1775 -0.3722
H -1.964653 0.493671 1.374010 0.2607 -0.4164 0.1250
H 0.244432 1.924472 0.923292 -0.1665 0.0159 -0.2387
H 0.472735 0.414874 1.700761 -0.0277 -0.1145 0.0435
H 1.906989 0.038658 -0.146614 0.3525 0.1792 -0.0577
H 0.893839 1.013986 -1.235601 0.0976 -0.1359 -0.1025
H -1.957567 1.111176 -2.970933 -0.0135 -0.0201 0.0310
H -3.443392 1.010226 -2.679705 0.1849 -0.1460 0.1863
O -2.578239 0.753577 -2.324443 -0.1686 0.0790 -0.2965
H 2.708456 3.006184 3.361011 -0.2491 -0.5361 -0.2895
H 3.241036 1.784015 2.608134 -0.1802 0.1317 0.1274
O 2.415578 2.203123 2.889464 0.4107 0.3697 0.1121
```
Positions in Å, forces in eV/Å.

Output
**Energy relative to the best compared isomer or geometry (same formula, charge and spin)**: 4.3 kJ/mol
**E_HOMO**: -14.29 eV
**Charge**: +1
**Gap between HOMO and LUMO**: 0.423 Eh

***

(2)
# C34H31F9IN5O5W

A structure of composition C34H31F9IN5O5W (the ωB97M-V functional and the def2-TZVPD basis, the Open Molecules 2025 dataset).

```
86
Properties=species:S:1:pos:R:3:forces:R:3
W -1.101078 -1.175554 -0.121543 -0.1197 -0.0668 -0.0719
C -3.253646 -2.256209 1.426333 -0.0391 0.0280 0.0123
C -2.418431 -1.622317 2.320013 0.0038 -0.0111 -0.0026
C -2.180752 -0.273960 1.848277 -0.0398 -0.0196 0.0091
C -3.008732 -0.060236 0.716361 0.0129 0.0437 0.0297
C -3.542840 -1.324203 0.356419 0.1901 -0.0135 -0.0161
C -4.536806 -1.558886 -0.734713 -0.0161 -0.0066 0.0127
C -3.482401 1.256973 0.183134 0.0229 0.0072 -0.0077
C -1.470179 0.770117 2.652937 0.0175 0.0258 0.0005
C -1.869468 -2.175604 3.591471 -0.0062 0.0007 0.0197
C -3.765588 -3.659403 1.516305 0.0080 -0.0068 0.0024
H -4.376998 -2.506889 -1.253761 -0.0021 -0.0027 0.0095
H -4.493980 -0.770841 -1.480925 -0.0061 0.0053 0.0016
H -5.548019 -1.587955 -0.319013 -0.0063 0.0017 -0.0108
H -2.865514 2.083569 0.533117 -0.0005 -0.0089 0.0102
H -4.496615 1.441909 0.547055 -0.0071 -0.0053 -0.0122
H -3.514093 1.275014 -0.903820 -0.0119 0.0072 0.0017
H -1.306190 1.682917 2.080581 -0.0109 -0.0042 0.0031
H -0.495450 0.409158 2.986842 0.0012 -0.0097 -0.0046
H -2.048082 1.033428 3.542855 0.0067 0.0027 0.0031
H -0.879471 -1.772621 3.807029 0.0020 -0.0006 -0.0021
H -1.798037 -3.262032 3.569397 -0.0029 0.0004 0.0017
H -2.515535 -1.896570 4.429048 0.0008 0.0045 -0.0008
H -4.046892 -4.054088 0.538255 -0.0077 0.0020 0.0043
H -4.662722 -3.708716 2.138853 0.0003 -0.0013 0.0002
H -3.029849 -4.334759 1.959349 -0.0019 0.0029 0.0055
N -1.472431 -3.361349 -0.521062 0.0108 -0.0049 -0.0136
N -0.423886 -3.914225 -1.300579 -0.0034 0.0123 0.0029
C 0.730923 -3.118850 -1.384904 -0.0123 -0.0101 0.0157
O 1.793044 -3.601793 -1.686007 0.0000 -0.0012 -0.0088
O 0.493889 -1.847978 -1.162150 0.0371 0.0412 -0.0306
H -1.427873 -3.778457 0.413282 0.0008 0.0147 0.0066
H -2.356795 -3.547208 -0.981599 0.0019 -0.0059 -0.0045
H -0.210631 -4.872387 -1.061809 0.0042 0.0012 -0.0059
I 5.566061 -2.758491 5.842968 -0.0086 -0.0010 -0.0060
C 3.930576 -2.779579 4.545877 0.0156 0.0044 0.0138
C 3.445395 -3.991271 4.074934 -0.0017 -0.0013 -0.0082
C 2.356988 -3.998248 3.217438 -0.0023 0.0023 0.0105
C 1.763725 -2.805333 2.824055 -0.0093 -0.0107 -0.0146
C 2.263007 -1.599422 3.301854 -0.0017 0.0064 -0.0013
C 3.344357 -1.580017 4.168869 -0.0023 0.0001 -0.0013
C 0.587192 -2.848778 1.893615 -0.0179 -0.0211 0.0062
O 0.032537 -3.917460 1.647948 -0.0029 0.0034 0.0185
O 0.229858 -1.696899 1.426082 -0.0098 0.0168 -0.0246
H 3.911573 -4.919902 4.373385 0.0010 0.0003 0.0000
H 1.957043 -4.928673 2.838178 -0.0002 0.0010 0.0017
H 1.793570 -0.672199 2.999675 0.0047 0.0001 0.0000
H 3.726336 -0.641920 4.547409 -0.0004 -0.0001 0.0000
F -0.277555 -0.124047 -5.092196 0.0153 -0.0046 -0.0077
C -0.344275 -0.602128 -3.839762 0.0180 0.0079 0.0122
F 0.137319 -1.844339 -3.865393 0.0039 0.0097 0.0023
F 0.453726 0.153296 -3.084495 -0.0012 -0.0104 -0.0188
C -1.812513 -0.568505 -3.289216 -0.0471 -0.0269 -0.0039
O -1.909477 -0.571853 -1.941130 0.0678 -0.0282 0.0461
C -2.483523 0.745778 -3.814136 -0.0017 0.0129 -0.0284
F -1.679103 1.799379 -3.598837 0.0101 0.0064 0.0127
F -2.769239 0.705809 -5.116754 -0.0097 0.0017 -0.0092
F -3.625775 0.992379 -3.162705 -0.0173 -0.0131 0.0086
C -2.592737 -1.778648 -3.905563 -0.0056 0.0308 0.0232
F -3.917204 -1.573830 -3.845789 -0.0031 0.0053 0.0007
F -2.339117 -2.895778 -3.215404 0.0076 -0.0178 0.0116
F -2.279107 -2.006677 -5.181648 0.0085 0.0025 -0.0267
N 3.978737 3.969022 -0.840435 -0.0347 -0.0007 -0.0098
C 4.431946 5.236258 -1.139657 0.0328 -0.0192 0.0061
C 5.710074 5.773453 -1.260594 0.0065 0.0095 -0.0008
C 5.786756 7.115328 -1.572739 0.0023 -0.0085 0.0005
C 4.633133 7.897140 -1.757760 -0.0183 -0.0069 0.0025
C 3.370832 7.356046 -1.637699 0.0114 0.0143 -0.0014
C 3.272647 5.999426 -1.326273 -0.0319 -0.0069 0.0085
N 2.149694 5.209136 -1.157129 0.0073 0.0085 -0.0134
C 2.608308 4.021396 -0.878836 0.0440 0.0184 0.0189
C 1.755963 2.857440 -0.624174 -0.0038 0.0115 -0.0159
C 2.234233 1.685346 -0.050764 -0.0220 0.0182 -0.0046
C 1.374075 0.626396 0.149322 0.0075 0.0000 0.0068
N 0.076410 0.681312 -0.183590 -0.0420 -0.0302 0.0191
C -0.381798 1.807252 -0.752576 0.0043 0.0277 -0.0122
C 0.411499 2.909141 -0.977344 -0.0039 -0.0496 0.0282
H 4.541789 3.144403 -0.734309 0.0002 -0.0002 -0.0016
H 6.600028 5.174860 -1.117799 0.0008 0.0023 -0.0014
H 6.758724 7.578850 -1.677650 -0.0001 0.0000 0.0002
H 4.744742 8.945453 -2.000352 0.0001 0.0005 -0.0008
H 2.478511 7.950340 -1.779883 0.0021 0.0026 -0.0013
H 3.265725 1.571859 0.253643 0.0000 0.0042 0.0014
H 1.717022 -0.304100 0.574126 -0.0054 -0.0038 -0.0023
H -1.413494 1.795611 -1.060462 0.0087 0.0070 -0.0026
H 0.005935 3.795997 -1.441351 -0.0021 0.0025 -0.0023
```
Positions in Å, forces in eV/Å.

Output
**<S²>**: 2.022
**Energy relative to the best compared isomer or geometry (same formula, charge and spin)**: 0.0 kJ/mol
**E_HOMO (alpha / beta)**: -6.92 / -8.54 eV
**Gap between HOMO and LUMO (alpha / beta)**: 0.229 / 0.282 Eh
**2S+1**: 3

***

(3)
# C8H6O3

The molecule C8H6O3 at a distorted geometry (the ωB97M-V functional and the def2-TZVPD basis, the Open Molecules 2025 dataset).

```
17
Properties=species:S:1:pos:R:3:forces:R:3
C 1.226749 -3.041336 -0.638202 -0.2753 1.5041 -0.1372
C -0.329393 -1.129964 3.249497 -0.2951 -0.5406 0.6209
C 0.849749 -1.924021 -0.863915 -1.7055 3.5252 -1.0631
C -0.387653 -0.744946 2.101396 0.1970 0.0750 -2.0548
C -0.257041 -0.233799 0.670943 -3.7573 3.0083 9.3293
C -0.068669 2.023309 -0.211286 1.2680 -0.1025 -0.1837
C -0.263623 1.544413 -1.637967 -0.1395 -1.5716 2.3203
C 0.107949 -0.690106 -0.923504 3.2505 -4.4322 -6.9952
O -1.088289 -0.715468 -0.320575 0.2678 -0.1949 0.6533
O -0.508786 1.136160 0.801426 1.4042 -0.4711 -0.1203
O 0.420691 0.288477 -1.819312 0.1224 0.2244 0.0989
H 1.513661 -3.974442 -0.421776 1.0030 -2.7944 0.5579
H -0.433168 -1.533182 4.271152 0.2936 0.6074 -1.2822
H 0.999659 2.375237 -0.088188 -0.7396 -0.9673 0.1430
H -0.621238 2.889961 0.005732 -0.9863 1.2849 -0.1822
H -1.272195 1.445681 -1.931113 -1.4373 -0.4044 0.0237
H 0.111597 2.284028 -2.244309 1.5293 1.2497 -1.7286
```
Positions in Å, forces in eV/Å.

Output
**<S²>**: 2.020
**Energy relative to the best compared isomer or geometry (same formula, charge and spin)**: 0.0 kJ/mol
**E_HOMO (alpha / beta)**: -5.00 / -10.25 eV
**Gap between HOMO and LUMO (alpha / beta)**: 0.214 / 0.289 Eh
**2S+1**: 3

***

(4)
# C17H25Cl5N7O3PdS

A structure of composition C17H25Cl5N7O3PdS (the ωB97M-V functional and the def2-TZVPD basis, the Open Molecules 2025 dataset).

```
59
Properties=species:S:1:pos:R:3:forces:R:3
Pd -0.944462 -0.759040 0.535325 -0.0702 0.2347 0.6266
Cl 0.665885 -1.274742 -7.092059 -0.0015 0.0026 0.0142
C 0.404876 -0.891042 -5.518764 0.0039 0.0154 0.0072
C -0.221394 -1.881218 -4.662061 0.0334 0.1020 0.0247
Cl -0.654336 -3.382743 -5.306410 -0.0155 -0.0396 -0.0025
C -0.447890 -1.567968 -3.361049 -0.0386 -0.0931 -0.0718
Cl -1.176830 -2.628848 -2.292386 -0.0188 -0.0275 0.0111
C -0.055965 -0.227402 -2.813282 -0.0698 -0.0164 0.0588
O -0.250665 0.073804 -1.663178 0.0988 0.0309 -0.1835
C 0.591105 0.748709 -3.754474 0.0297 0.0601 -0.0162
Cl 1.016921 2.231588 -3.108656 -0.0081 -0.0288 -0.0126
C 0.809058 0.419641 -5.053027 0.0055 -0.0137 -0.0407
Cl 1.536011 1.500395 -6.133972 -0.0011 0.0031 0.0077
C 3.213409 -2.830779 3.323676 0.0015 -0.0259 -0.0208
N 2.705602 -2.195388 2.101764 0.0060 -0.0119 -0.0225
C 3.685116 -1.664580 1.155838 -0.0108 -0.0098 0.0135
C 1.400653 -1.971053 1.912785 -0.0533 0.0343 0.0506
N 0.915049 -1.290418 0.907886 0.0669 -0.1130 -0.0663
N 0.559569 -2.506653 2.873283 -0.0071 0.0307 -0.0172
C -0.814668 -2.593597 2.854073 0.0495 -0.0496 -0.0193
N -1.354222 -3.253257 3.888358 0.0129 -0.0121 -0.0282
N -1.517190 -2.073652 1.899307 -0.0168 0.0447 0.0129
H 4.294802 -2.877406 3.258216 0.0017 0.0014 0.0060
H 2.852821 -3.856606 3.420602 0.0048 -0.0008 -0.0032
H 2.967110 -2.246669 4.212979 -0.0045 -0.0035 -0.0003
H 4.595101 -2.250738 1.237462 0.0145 0.0232 0.0261
H 3.917027 -0.617801 1.360705 -0.0253 0.0110 -0.0264
H 3.334125 -1.778393 0.130542 0.0202 -0.0253 -0.0037
H 1.616683 -0.934227 0.277952 0.0158 0.1018 0.0766
H 1.015425 -2.927149 3.665776 -0.0097 -0.0099 0.0081
H -0.796135 -3.773914 4.543915 -0.0092 -0.0048 0.0044
H -2.349992 -3.388268 3.940803 -0.0035 0.0090 0.0174
H -2.520153 -2.168981 1.990168 -0.0058 -0.0458 -0.0489
N -0.489463 1.709895 0.989829 -0.0769 -0.1535 -0.4079
C -0.587780 2.843223 1.233799 0.0588 -0.0033 0.1913
N -0.700967 4.102242 1.541803 0.0159 -0.0591 -0.0339
C -1.176679 4.538953 2.871112 0.0108 0.0481 0.0246
C -0.163821 5.510924 3.458350 -0.0536 -0.0794 -0.0129
O 0.083563 6.564479 2.553306 0.0100 0.0466 0.0186
C 0.681139 6.101835 1.365346 -0.0355 -0.0687 -0.0709
C -0.273664 5.174651 0.624573 0.0259 0.0698 0.0479
H -1.304217 3.664638 3.506678 -0.0037 -0.0032 -0.0014
H -2.139317 5.038212 2.744675 -0.0054 -0.0117 -0.0051
H 0.769045 4.983702 3.695189 0.0105 0.0163 0.0057
H -0.561545 5.953104 4.369464 0.0169 0.0111 0.0029
H 1.617662 5.573514 1.586834 0.0082 0.0156 0.0102
H 0.902270 6.972944 0.751545 0.0109 0.0108 0.0169
H 0.204652 4.729113 -0.246504 -0.0029 -0.0078 -0.0031
H -1.157196 5.733691 0.309002 -0.0054 -0.0142 -0.0126
C -5.287994 0.623378 0.007968 -0.0049 0.0107 0.0561
S -3.581368 0.997348 0.351415 0.0355 -0.0782 0.0748
C -3.166643 1.843380 -1.165617 -0.0472 -0.0195 0.0085
O -2.934614 -0.408662 0.229635 0.0144 0.1021 -0.2896
H -5.831176 1.564613 -0.078447 0.0066 0.0031 0.0029
H -5.676679 0.057600 0.851810 0.0007 0.0023 0.0007
H -5.353113 0.043065 -0.910357 0.0074 0.0016 -0.0043
H -3.677418 2.806998 -1.162092 -0.0064 -0.0042 -0.0007
H -3.488565 1.244831 -2.016977 0.0166 -0.0102 -0.0022
H -2.089718 2.000465 -1.156236 -0.0031 0.0014 0.0016
```
Positions in Å, forces in eV/Å.

Output
**Energy relative to the best compared isomer or geometry (same formula, charge and spin)**: 91.0 kJ/mol
**E_HOMO**: -15.70 eV
**Charge**: +3
**Gap between HOMO and LUMO**: 0.132 Eh

***

(5)
# C3H3Cl2NO3RuV

A structure of composition C3H3Cl2NO3RuV at a distorted geometry (the ωB97M-V functional and the def2-TZVPD basis, the Open Molecules 2025 dataset).

```
14
Properties=species:S:1:pos:R:3:forces:R:3
V 0.665747 0.377246 -4.161863 6.4487 3.6059 -0.2172
Ru 0.390215 -0.307116 2.545785 2.2597 1.0094 -3.4411
Cl -0.456424 0.427022 -2.381193 -3.0999 0.0847 4.1166
Cl 1.210136 -1.837153 1.133774 -0.6707 0.9287 1.2822
C -0.301122 -1.404089 3.785368 -4.6072 -6.8147 7.5641
C -0.305546 1.028843 -5.586193 -7.0001 3.3779 -8.7237
C 0.718764 -1.448527 -4.389844 -0.6804 -10.3452 -0.1587
O -0.799305 -2.081568 4.615459 3.1037 4.1295 -5.0387
O -1.001150 1.415393 -6.441770 3.9182 -2.0035 4.6258
O 0.668475 -2.605097 -4.287528 0.3780 5.3564 -0.6819
N -0.151251 1.362914 3.627919 -0.0686 0.0679 0.1495
H -1.040445 1.826669 3.416205 -0.2386 -0.0587 -0.0476
H 0.568241 2.071523 3.493306 0.3104 0.4867 0.1219
H -0.166334 1.173936 4.630572 -0.0532 0.1752 0.4488
```
Positions in Å, forces in eV/Å.

Output
**<S²>**: 15.791
**Energy relative to the best compared isomer or geometry (same formula, charge and spin)**: 117.9 kJ/mol
**E_HOMO (alpha / beta)**: -25.65 / -26.68 eV
**Charge**: +4
**Gap between HOMO and LUMO (alpha / beta)**: 0.335 / 0.202 Eh
**2S+1**: 8